Record 1
45
Properties=species:S:1:pos:R:3:forces:R:3 method="wB97M-V/def2-TZVPD" multiplicity=5 lumo_energy_ev="0.363 / -2.140" largest_force_ev_per_a=1.15 energy_ev=-71753.54678
Co 0.996854 -0.528005 -0.764785 0.37 -0.10 0.64
O -3.255446 0.702899 2.035412 0.16 0.06 -0.01
O 0.790132 -2.000512 0.305078 0.96 0.60 -0.24
O -5.071646 -0.712890 1.998955 -0.07 -0.10 0.06
O 0.126842 -4.090056 0.681889 0.20 0.29 0.02
N 3.150996 -0.358291 -1.039485 -0.39 -0.07 0.13
N -4.682044 0.393405 -1.389497 0.10 -0.01 0.04
N -2.566811 -0.183212 -2.502699 0.16 -0.17 -0.58
N -0.188787 -0.483494 -2.183144 -0.44 -0.09 -0.42
C -2.543619 -3.199453 1.038724 0.05 -0.02 -0.03
C -3.954798 -1.402845 1.646741 0.26 0.11 -0.04
C 2.638687 3.323709 -0.511363 0.06 0.03 0.04
C 2.407239 1.959361 -0.638795 0.00 -0.15 0.04
C -4.676243 0.649181 2.161384 -0.08 0.03 -0.02
C 3.738006 -0.740506 0.257757 0.05 -0.08 0.16
C 0.429212 3.618280 0.384647 0.04 -0.01 0.00
C -3.669113 0.121668 -1.876150 -0.19 0.10 0.39
C 3.694884 -1.211964 -2.103434 -0.05 -0.09 -0.07
C 1.193736 1.412588 -0.227545 0.10 0.09 -0.12
C -1.597483 -0.987889 1.350544 -0.04 0.14 0.06
C -3.824286 -2.737060 1.345316 -0.19 0.10 0.08
C -2.856845 -0.548543 1.658399 -0.18 -0.16 -0.04
C 0.206062 2.252854 0.275630 -0.16 -0.14 0.13
C -1.368903 -0.331125 -2.260929 0.04 0.14 0.16
C 3.423219 1.069002 -1.311288 -0.12 0.12 -0.02
C -1.450889 -2.347458 1.029058 0.24 -0.01 -0.01
C 1.650616 4.152783 -0.004202 0.04 -0.02 -0.01
C -0.096813 -2.901251 0.667715 -0.95 -0.53 -0.03
H 3.390693 -0.058285 1.032648 -0.04 0.00 -0.03
H 3.593789 3.735579 -0.820175 -0.02 0.03 0.00
H -0.753167 1.856316 0.593468 0.00 0.00 -0.05
H -2.385793 -4.241346 0.797509 0.03 0.00 0.00
H 3.476372 -2.256126 -1.883811 -0.01 0.01 0.04
H 3.434093 -1.752910 0.519093 -0.04 0.03 -0.03
H -0.744314 -0.325169 1.407044 0.00 0.00 0.00
H 4.831198 -0.693617 0.209962 -0.02 0.03 -0.05
H -0.352655 4.261629 0.766377 0.01 0.00 0.03
H -4.964124 0.994460 3.156570 0.04 -0.06 -0.03
H 3.236558 -0.950437 -3.055937 -0.01 0.01 0.01
H 4.780185 -1.087995 -2.181011 -0.01 0.01 0.00
H -5.136655 1.255897 1.381292 0.01 -0.04 -0.09
H 4.442890 1.317783 -0.998209 0.03 -0.02 -0.05
H -4.682090 -3.395060 1.357974 0.02 0.00 -0.04
H 3.356857 1.232178 -2.389353 0.05 -0.10 -0.01
H 1.833398 5.215941 0.082629 -0.01 0.00 0.00



Record 2
45
Properties=species:S:1:pos:R:3:forces:R:3 method="wB97M-V/def2-TZVPD" multiplicity=1 charge=-2 lumo_energy_ev=4.559 largest_force_ev_per_a=1.30 energy_ev=-47949.60007
Pt -0.395533 -0.351948 -0.769671 -0.34 -0.47 -1.16
S 0.861531 1.440657 1.109144 0.13 0.23 0.25
F 1.102611 0.130235 -2.187627 0.09 0.22 0.65
O -1.552547 0.941943 -1.815059 0.67 -0.18 -0.35
O 3.165414 7.649775 -0.226924 0.02 -0.02 -0.01
O 5.049496 6.525820 -0.510814 -0.06 0.02 0.02
O 0.476203 -1.813920 0.380878 -0.07 0.15 -0.10
N -1.722167 -2.541082 0.487294 0.10 -0.35 0.16
N -1.932882 -1.542922 -0.455672 0.13 0.03 0.12
C -0.603820 -5.223328 3.524523 -0.01 -0.02 0.02
C 3.858602 6.458305 -0.290546 0.12 0.11 -0.07
C 1.686389 2.829683 0.574519 -0.07 -0.08 0.05
C -0.459051 -2.579842 0.822712 -0.21 0.18 -0.16
C -2.430529 0.422999 -2.584091 -0.50 -0.09 0.27
C -3.736387 -2.946445 -1.250727 0.00 0.02 0.03
C -0.057410 -3.616244 1.811313 0.07 -0.12 0.11
C -2.744054 1.268154 -3.797476 -0.04 -0.03 0.08
C 1.679531 5.207091 0.009585 0.07 -0.02 -0.05
C 0.742146 -5.534346 3.674068 0.02 -0.01 0.02
C 1.291500 -3.924269 1.971102 -0.08 0.08 -0.02
C -1.001877 -4.272095 2.599106 0.03 -0.01 -0.07
C -3.116303 -0.766713 -2.378482 0.11 0.05 -0.20
C 1.006927 4.048232 0.300677 -0.02 0.05 -0.02
C 1.686249 -4.881222 2.893489 0.03 -0.04 0.02
C -2.882995 -1.710380 -1.329622 -0.10 0.27 0.33
C 3.087199 5.246371 -0.068301 -0.07 -0.12 0.07
C 3.766014 4.023734 0.103623 -0.04 0.09 -0.06
C 3.096570 2.864208 0.394736 0.03 -0.01 0.01
H 1.053311 -6.274380 4.402733 0.00 0.00 -0.01
H -3.597501 0.889763 -4.360650 0.00 -0.01 0.00
H -2.044325 -4.017153 2.467498 -0.01 0.01 0.00
H 4.844877 4.023960 0.005485 0.01 0.01 0.00
H -3.111712 -3.837700 -1.332013 -0.01 0.00 -0.01
H 3.637256 1.934049 0.512207 0.00 0.00 0.03
H -1.857578 1.278483 -4.434146 0.00 0.02 -0.01
H 2.010782 -3.385339 1.369052 0.00 0.01 0.00
H -3.860874 -1.043553 -3.113915 0.00 0.02 0.00
H -4.476500 -2.943783 -2.050052 -0.01 0.01 0.00
H 2.738712 -5.112824 3.009997 0.00 0.00 0.00
H 1.076761 6.088268 -0.206090 0.01 0.01 0.02
H -0.075035 4.035666 0.331187 0.00 0.00 0.03
H 2.261770 7.448200 0.040319 -0.01 -0.01 0.00
H -2.933611 2.296120 -3.485669 0.00 0.01 0.01
H -4.241196 -3.010126 -0.285542 0.00 0.01 0.00
H -1.345968 -5.722099 4.137840 0.00 0.00 0.00



Record 3
46
Properties=species:S:1:pos:R:3:forces:R:3 method="wB97M-V/def2-TZVPD" multiplicity=1 smiles="O=C(NCc1nc(Nc2cc(C3CC3)n[nH]2)c2cccn2n1)c1ccc(F)nc1" lumo_energy_ev=0.185 largest_force_ev_per_a=2.83 energy_ev=-36663.13446
F -4.511097 1.896464 -3.916986 0.30 0.09 -0.10
O -3.716218 2.039715 2.252603 -1.44 0.84 1.31
N 1.522055 0.903485 -1.979423 -0.38 -0.03 1.36
N -2.961541 1.385255 -2.338057 -0.43 0.45 0.08
N 0.487731 -0.437977 1.840379 -0.49 0.34 0.44
N 0.743749 -2.031363 4.012836 1.21 -0.25 0.06
N -1.870793 1.009777 1.639974 1.29 -0.38 -0.63
N 2.199245 -1.536890 0.673437 -0.29 -0.22 0.83
N -0.226997 -1.102823 4.050513 -0.67 0.78 -0.45
N 1.398923 0.417388 -0.702624 0.55 -1.38 1.13
C 2.861284 1.337739 -4.688657 0.49 0.49 -0.84
C 2.723847 -1.028367 -1.689610 0.03 0.47 -0.81
C 2.268478 -3.533506 4.651087 -0.10 1.29 -0.97
C -4.138329 1.930083 -2.638698 0.93 -0.83 0.71
C 1.633282 -2.203169 2.955397 0.05 0.41 -1.09
C -2.619266 1.338165 -1.038708 -0.57 0.02 -0.94
C -4.692237 2.318858 -0.364291 0.23 -0.58 -1.23
C 2.597144 -3.125505 3.301501 -0.60 -0.39 1.20
C 1.424137 -1.354034 1.784062 -0.51 -0.51 1.29
C 1.136005 -2.804743 5.064959 1.44 -0.97 -0.81
C -3.457824 1.769056 -0.017516 0.13 0.06 -2.42
C -0.306164 -0.345274 2.998845 0.41 -0.87 -0.86
C -1.407669 0.695921 2.990240 -1.41 -0.53 0.19
C 2.119961 -0.779103 -0.494368 -0.66 1.70 -1.24
C 2.620455 0.002184 -4.031869 -0.08 1.00 0.91
C 2.303042 0.055651 -2.564885 0.84 -2.60 -0.76
C -5.045062 2.416458 -1.720056 -0.51 0.16 0.99
C -3.047142 1.629958 1.342083 1.22 -0.66 2.28
C 1.618270 0.522597 -5.063002 0.94 0.41 0.32
H 2.809833 2.298125 -4.092805 -0.26 -1.48 -0.67
H 0.680177 -2.802173 6.036681 -0.36 0.22 -0.11
H 2.745393 -2.411063 0.657040 -0.43 1.03 -0.21
H 3.376655 -1.854987 -1.967927 -0.30 0.28 0.17
H 3.320042 -0.816691 -4.269435 -0.66 0.48 -0.11
H -5.381779 2.523954 0.417868 -0.42 0.50 0.46
H -2.308268 0.336512 3.542071 0.84 -0.02 -0.16
H -6.030581 2.772015 -2.057520 0.64 -0.13 0.28
H 0.653759 0.932773 -4.771377 0.23 -0.37 0.31
H -1.656525 0.882094 -0.794064 -0.25 0.20 -0.58
H 3.673281 1.337239 -5.442829 -0.61 0.14 0.53
H 1.623583 0.015016 -6.024156 0.04 0.19 0.14
H -1.319582 0.595613 0.904563 0.01 0.03 0.25
H 0.879604 0.873407 0.039452 0.16 0.03 -0.46
H 3.419802 -3.459545 2.667851 -0.30 0.08 0.41
H 2.915172 -4.141358 5.264475 -0.35 -0.17 0.06
H -1.057834 1.533067 3.580948 0.09 0.66 -0.27



Record 4
41
Properties=species:S:1:pos:R:3:forces:R:3 method="wB97M-V/def2-TZVPD" multiplicity=1 smiles="NC(=O)N/N=C/c1ccccc1OCc1cccc2ccccc12" lumo_energy_ev=0.357 largest_force_ev_per_a=1.04 energy_ev=-28544.36861
O 0.572451 1.333666 4.199568 0.15 0.13 0.36
O -0.990513 -1.350446 -0.578914 -0.09 -0.29 -0.10
N 0.523330 -0.575268 2.991478 0.54 -0.46 0.77
N 0.169335 -1.222520 1.883876 -0.18 -0.11 -0.42
N -0.551060 1.290084 2.215388 -0.16 0.02 -0.23
C 2.567535 2.916952 -1.856521 0.04 -0.27 0.01
C 0.197094 0.761673 3.201416 -0.11 -0.07 -0.23
C 1.754230 1.846371 -1.606845 0.15 -0.01 -0.02
C 0.382071 2.023289 -1.326071 -0.17 0.32 0.01
C -0.136397 3.346634 -1.315974 0.14 -0.28 -0.01
C 0.416189 -4.572878 0.523825 -0.04 0.21 0.00
C -0.621292 -4.829253 -1.616045 0.05 0.00 0.05
C 0.455353 -2.455199 1.737301 0.21 0.36 0.69
C -0.501857 0.943299 -1.058231 -0.35 -0.25 0.06
C -2.335120 2.498408 -0.810982 0.02 0.37 -0.02
C -1.828753 1.190664 -0.814093 0.29 -0.30 -0.12
C -0.602592 -2.670979 -0.537283 0.09 -0.16 -0.03
C -0.948988 -3.485380 -1.606886 -0.04 0.18 0.04
C 0.019787 -0.469509 -1.036562 0.35 0.10 -0.18
C 0.089441 -3.214017 0.560576 -0.26 -0.08 -0.58
C 0.071190 -5.372367 -0.546404 -0.01 -0.12 -0.06
C -1.506643 3.555949 -1.051865 -0.24 -0.08 0.07
C 2.054147 4.221572 -1.839106 -0.16 0.19 0.02
C 0.730259 4.428970 -1.575119 0.17 0.07 -0.04
H -0.901947 -5.447500 -2.455270 -0.03 -0.04 -0.07
H -1.488736 -3.043822 -2.431641 -0.05 0.07 -0.05
H 2.167307 0.849748 -1.629013 0.07 -0.10 0.00
H 0.322503 5.429773 -1.562254 -0.03 0.10 0.00
H 0.989411 -3.009733 2.519538 -0.03 0.09 -0.01
H 0.948916 -5.000816 1.361309 0.04 -0.02 0.09
H 1.036589 -1.044920 3.738654 -0.17 0.25 -0.20
H 0.335438 -0.764276 -2.051778 -0.03 0.00 0.17
H 0.895073 -0.534408 -0.374565 -0.10 0.00 -0.12
H -3.385448 2.656172 -0.615883 -0.08 0.05 0.02
H 3.615057 2.762625 -2.070189 0.07 -0.05 -0.01
H -0.792671 0.725997 1.416359 -0.03 0.15 0.05
H -1.885138 4.568000 -1.049595 -0.05 0.09 0.00
H -2.489331 0.360578 -0.619400 -0.05 -0.08 0.03
H 0.336946 -6.418683 -0.545489 0.02 -0.08 0.01
H 2.711435 5.055347 -2.036853 0.02 0.08 -0.01
H -0.793550 2.262641 2.245288 0.06 0.00 0.06



Record 5
43
Properties=species:S:1:pos:R:3:forces:R:3 method="wB97M-V/def2-TZVPD" multiplicity=1 lumo_energy_ev=-1.575 largest_force_ev_per_a=2.01 energy_ev=-34071.52969
Pd 0.224999 0.296338 0.242255 1.07 1.06 1.13
O -2.586811 -5.003269 -2.915318 0.19 -1.36 0.09
O -3.717145 -3.312950 -3.900661 -0.95 0.35 -0.91
O 1.021036 1.892211 1.148342 -0.80 -0.41 -0.82
N -0.925529 1.562469 -0.794933 -1.01 -0.10 -1.00
N 1.091547 -1.394747 0.968933 -0.19 -1.45 -0.30
N -0.722931 -0.988575 -0.784807 -0.80 -1.10 -0.87
C 0.576506 -2.538614 0.377632 1.41 0.27 1.41
C -1.148738 -3.247525 -1.371104 0.31 0.65 0.35
C -2.653535 3.030484 -2.383089 0.56 0.52 0.59
C -0.945824 2.890881 -0.715447 0.32 0.03 0.31
C 2.031976 -3.916192 1.706013 0.47 0.84 0.53
C -2.101889 -2.794973 -2.273977 -0.43 -0.37 -0.45
C -1.654863 -0.528524 -1.666684 0.58 -1.51 0.46
C 2.543824 -2.750241 2.295959 -0.28 -0.88 -0.34
C -2.640131 1.657275 -2.472264 0.35 -0.77 0.29
C 2.044180 -1.531887 1.895335 -0.07 0.52 -0.03
C 1.957623 2.236453 2.090167 0.26 0.39 0.28
C -1.787250 3.665710 -1.484223 -0.59 -0.35 -0.60
C -1.766446 0.916310 -1.669114 0.14 1.75 0.27
C -2.367376 -1.437812 -2.434506 0.49 0.12 0.49
C 3.029669 3.117560 1.419338 -0.23 -0.47 0.29
C 1.248352 2.976058 3.241336 0.31 -0.42 -0.27
C -2.919632 -3.856356 -3.156986 0.92 1.17 1.00
C -0.448959 -2.312138 -0.613717 -1.25 1.04 -1.15
C 1.051391 -3.802817 0.750504 -0.55 0.56 -0.50
H -3.116065 -1.132116 -3.147739 -0.11 -0.12 -0.12
H 0.636896 -4.679787 0.278189 -0.05 -0.04 -0.05
H -3.295297 1.141380 -3.154009 -0.08 -0.08 -0.08
H 2.473045 1.355663 2.525247 -0.02 0.14 -0.01
H -1.775239 4.739504 -1.391790 0.04 0.07 0.04
H 2.415630 -0.608338 2.329084 -0.09 -0.10 -0.10
H -3.322418 3.611913 -2.996785 -0.09 0.04 -0.08
H 1.968992 3.383309 3.942849 0.09 0.10 0.22
H -0.979177 -4.308915 -1.283280 -0.08 -0.15 -0.09
H 3.313675 -2.800695 3.049273 0.04 0.05 0.04
H 2.558204 3.936162 0.880730 -0.13 0.11 0.02
H 3.715669 3.521954 2.156376 0.21 0.11 0.09
H 3.586490 2.520008 0.699983 0.08 0.00 -0.07
H -0.247636 3.312376 0.002407 -0.01 -0.16 -0.02
H 0.591685 2.282321 3.762776 -0.07 -0.02 0.08
H 0.636181 3.783460 2.846531 0.01 0.12 -0.12
H 2.405322 -4.883327 2.001179 0.02 -0.12 0.01



Record 6
45
Properties=species:S:1:pos:R:3:forces:R:3 method="wB97M-V/def2-TZVPD" multiplicity=1 charge=+1 lumo_energy_ev=-3.707 largest_force_ev_per_a=1.43 energy_ev=-100119.20386
Zn -0.210518 -0.413100 -0.135738 -0.60 -0.67 -0.28
S -0.674696 3.570408 -2.414033 -0.32 -0.02 -0.27
S -2.098717 1.025055 -2.965609 -0.24 0.09 -0.12
O 2.824541 0.837934 2.848277 -0.05 -0.31 0.16
O 1.051258 0.470029 0.984625 0.40 0.08 0.41
N -0.216230 1.335115 -1.091570 -0.82 -0.61 -0.57
N -0.209396 -2.211162 0.856936 0.17 0.25 0.02
N 0.669001 2.169547 -0.496656 0.79 1.14 0.33
N -1.813153 -1.525891 -1.218168 -0.07 0.15 -0.19
C -2.088506 -5.374846 0.535742 -0.11 0.08 -0.16
C -2.889511 -5.052157 -0.525737 0.07 -0.21 0.19
C -1.083113 -3.153439 0.429118 -0.26 -0.60 0.05
C 0.557599 -3.701470 2.546670 -0.13 -0.28 0.00
C 3.971078 2.884792 2.913404 -0.07 -0.18 0.04
C -2.111152 3.654279 -3.559550 0.23 0.05 0.34
C 3.018146 2.057685 2.319893 -0.16 0.38 -0.40
C 3.496234 4.615190 1.317092 -0.04 0.11 -0.11
C 0.579953 -2.474919 1.874815 0.04 -0.04 0.08
C -1.932043 -2.843729 -0.655545 -0.21 -0.47 0.02
C -1.166245 -4.433373 1.040060 0.04 0.42 -0.18
C -2.257086 2.316311 -4.242968 0.20 -0.22 0.03
C -0.307832 -4.680533 2.131764 0.17 0.33 0.01
C 2.552963 3.810835 0.719137 0.04 -0.17 0.14
C 2.293543 2.518213 1.200788 0.36 0.08 0.36
C -2.815214 -3.784976 -1.121465 0.28 0.38 0.10
C 4.208920 4.147470 2.418418 -0.11 -0.19 0.01
C -0.916341 1.893130 -2.028719 0.44 0.09 0.32
C 1.297071 1.678902 0.539091 -0.43 0.11 -0.49
H 4.948900 4.771077 2.896399 0.06 0.08 0.01
H -2.705661 -1.038668 -1.150079 0.09 0.04 -0.01
H 3.685659 5.607329 0.937227 -0.01 0.06 -0.06
H -3.463252 -3.552906 -1.954132 -0.05 0.06 -0.08
H -2.155504 -6.348532 0.995903 0.02 -0.10 0.06
H 1.224017 -3.852524 3.379270 0.07 -0.04 0.08
H -3.594078 -5.768395 -0.919116 -0.04 -0.09 0.02
H -1.908468 4.433963 -4.290829 0.02 0.06 0.04
H 1.987176 4.150160 -0.133620 0.00 0.08 -0.07
H -2.993924 3.921437 -2.976938 0.03 -0.04 -0.09
H 2.118680 0.414485 2.321610 0.13 0.07 0.08
H -1.617148 -1.592791 -2.215748 0.03 0.12 0.07
H -0.341323 -5.634940 2.632246 -0.01 -0.15 0.06
H -3.224198 2.196610 -4.731400 0.05 -0.03 0.06
H 1.259393 -1.694166 2.183061 0.02 0.06 -0.03
H 4.502818 2.496615 3.767812 0.09 0.00 0.09
H -1.453644 2.155944 -4.961737 -0.10 0.03 -0.05